#a
Computed, not measured: a 13-piece molecular cluster, H26O13 overall, with the ωB97M-V functional and the def2-TZVPD basis.

Positions of all 39 atoms, in Å:
1 O -0.222 0.463 0.824
2 O -2.859 4.039 0.980
3 O -1.068 -3.519 -0.024
4 O 1.907 0.743 -3.247
5 O -3.829 -3.048 0.667
6 O -2.421 -0.393 2.923
7 O -0.738 2.754 -1.729
8 O 1.870 3.059 0.804
9 O 3.757 1.055 0.735
10 O -2.497 0.424 -2.622
11 O 2.778 -3.421 -1.135
12 O 2.494 -0.575 4.313
13 O 0.356 -1.128 -1.779
14 H 0.241 2.809 -1.777
15 H -3.156 0.055 -2.098
16 H -0.390 -3.442 -0.610
17 H -0.466 -1.056 -1.306
18 H 0.437 -0.145 1.177
19 H 3.117 -3.747 -1.975
20 H -1.827 0.283 2.983
21 H -0.639 -0.008 0.060
22 H 3.977 0.600 -0.131
23 H -1.880 -1.117 2.593
24 H 3.305 -2.663 -1.093
25 H -0.864 -3.042 0.837
26 H 1.413 -0.017 -3.666
27 H 2.056 1.287 -4.018
28 H -3.159 -2.357 0.542
29 H 1.976 2.731 1.619
30 H -3.067 4.023 0.061
31 H 2.940 0.606 0.954
32 H -0.833 2.258 -0.942
33 H 0.507 -2.095 -1.980
34 H 2.089 -0.196 5.049
35 H -3.255 4.908 1.279
36 H -3.397 -3.804 1.024
37 H 2.283 0.122 3.654
38 H 2.081 2.401 0.169
39 H -3.022 1.156 -3.116

As for the HOMO energy: -10.74 eV. The calculation puts the gap between HOMO and LUMO at 10.18 eV. As for the total charge: 0.



#b
Computed, not measured: a 13-piece molecular cluster, H26O13 overall, with the ωB97M-V functional and the def2-TZVPD basis.

Positions of all 39 atoms, in Å:
1 O 1.924 -0.515 -0.033
2 O -0.462 0.728 -1.422
3 O -2.945 -0.039 2.699
4 O -0.299 2.778 -2.586
5 O 0.931 -3.103 2.791
6 O 2.579 -1.163 3.031
7 O 4.213 -0.259 -3.964
8 O -0.010 0.440 -3.964
9 O -2.412 -1.054 -1.289
10 O 0.566 3.533 -0.073
11 O -2.132 -2.553 0.595
12 O -1.703 1.071 -0.103
13 O 0.002 0.083 4.554
14 H -0.939 0.229 4.403
15 H -2.767 -2.028 1.095
16 H -1.379 -1.962 0.479
17 H 2.287 -0.314 -0.903
18 H 0.061 2.231 -3.293
19 H 2.251 -0.710 2.246
20 H 0.228 0.423 -4.898
21 H -0.826 0.481 -2.280
22 H 3.355 0.130 -4.167
23 H 0.223 1.371 -1.635
24 H -0.766 -0.156 -3.904
25 H 0.695 2.634 0.249
26 H -3.161 0.368 3.546
27 H -1.265 1.716 0.464
28 H -1.518 -1.077 -0.928
29 H 0.203 -3.353 2.211
30 H 2.623 -0.471 3.700
31 H -2.258 -0.679 2.915
32 H -0.176 3.864 0.447
33 H 1.593 -2.738 2.192
34 H -1.252 2.739 -2.721
35 H 0.348 -0.137 3.681
36 H 4.283 -1.004 -4.572
37 H -1.865 0.320 0.479
38 H -2.974 -0.940 -0.515
39 H 0.970 -0.521 -0.172

As for the HOMO energy: -8.53 eV. The calculation puts the gap between HOMO and LUMO at 8.12 eV. As for the total charge: 0.



#c
Computed, not measured: a 13-piece molecular cluster, H26O13 overall, with the ωB97M-V functional and the def2-TZVPD basis.

Positions of all 39 atoms, in Å:
1 O 0.459 -13.780 22.844
2 O -1.739 -15.341 25.763
3 O 3.364 -12.334 24.512
4 O 0.882 -16.781 24.414
5 O 2.657 -12.767 28.919
6 O 3.221 -16.635 27.027
7 O 1.508 -14.619 25.977
8 O 4.843 -13.599 26.867
9 O 1.233 -15.685 29.111
10 O 3.614 -17.158 23.984
11 O 0.000 -12.612 28.665
12 O 1.239 -10.597 26.133
13 O -0.955 -12.679 26.090
14 H 1.947 -11.063 25.689
15 H 0.827 -17.018 23.489
16 H -2.622 -15.588 26.040
17 H -0.287 -14.283 22.518
18 H 0.447 -17.500 24.873
19 H 0.477 -16.174 28.785
20 H 2.425 -12.792 29.848
21 H 1.131 -15.263 25.377
22 H 2.582 -15.928 27.117
23 H 2.839 -17.367 27.512
24 H -0.556 -12.335 27.936
25 H 1.221 -14.326 22.650
26 H 3.711 -12.775 25.288
27 H -1.426 -13.511 26.045
28 H 0.843 -13.935 26.044
29 H 2.987 -13.038 23.985
30 H 4.318 -14.364 26.630
31 H 2.722 -17.151 24.332
32 H 1.816 -12.720 28.464
33 H 0.439 -11.008 25.804
34 H -1.471 -16.039 25.166
35 H 1.311 -14.939 28.517
36 H 4.288 -13.104 27.469
37 H -0.562 -12.541 29.436
38 H 3.510 -17.397 23.063
39 H -1.229 -12.205 25.305

As for the HOMO energy: -10.41 eV. The calculation puts the gap between HOMO and LUMO at 9.34 eV. As for the total charge: 0.



#d
Computed, not measured: a 13-piece molecular cluster, H26O13 overall, with the ωB97M-V functional and the def2-TZVPD basis.

Positions of all 39 atoms, in Å:
1 O -0.561 0.032 -2.277
2 O -0.651 -3.119 0.688
3 O 2.513 0.035 -2.860
4 O -3.038 2.547 0.132
5 O 3.180 -3.520 -0.163
6 O 0.967 -1.706 1.783
7 O -2.030 0.825 3.698
8 O 4.717 0.639 0.649
9 O 0.474 4.774 -1.495
10 O -3.032 -2.841 -1.781
11 O -4.020 -0.301 -0.677
12 O -0.427 0.660 -0.084
13 O 2.557 2.060 1.471
14 H 0.681 -2.592 2.032
15 H 1.007 4.886 -0.700
16 H 2.459 -3.103 0.323
17 H 4.196 0.851 -0.134
18 H -3.046 -2.400 -0.924
19 H 3.910 -3.534 0.466
20 H 4.068 0.310 1.281
21 H 1.761 -1.856 1.257
22 H 2.965 0.487 -3.581
23 H -4.230 -1.116 -1.146
24 H -2.258 2.959 -0.258
25 H -2.413 -2.320 -2.304
26 H -1.443 -3.182 0.143
27 H 3.183 -0.035 -2.171
28 H -2.642 0.223 4.136
29 H 2.727 2.210 0.535
30 H -2.434 1.693 3.809
31 H -1.156 0.400 -2.940
32 H -0.962 -2.719 1.508
33 H -4.788 -0.149 -0.115
34 H 0.138 3.873 -1.428
35 H -2.848 2.532 1.076
36 H -0.587 -0.917 -2.439
37 H -0.951 1.013 0.644
38 H 1.599 1.968 1.523
39 H 0.416 0.432 0.324

As for the HOMO energy: -10.50 eV. The calculation puts the gap between HOMO and LUMO at 10.35 eV. As for the total charge: 0.



Going by the computed energies, the most stable comes first: #c, #d, #a, #b.



#a
Computed, not measured: a 2-piece molecular cluster, CH2O2S2 overall, with the ωB97M-V functional and the def2-TZVPD basis.

Positions of all 7 atoms, in Å:
1 S -1.123 -2.176 -0.756
2 S 0.412 0.779 1.046
3 O 0.460 -0.160 2.116
4 O 0.775 2.149 1.295
5 C 0.751 0.251 -0.503
6 H 0.278 0.842 -1.278
7 H -1.553 -1.686 -1.920

As for the HOMO energy (alpha / beta): -9.90 / -9.85 eV. The calculation puts the gap between HOMO and LUMO (alpha / beta) at 6.43 / 6.38 eV. As for the total charge: 0.



#b
Computed, not measured: a 2-piece molecular cluster, CH2O2S2 overall, with the ωB97M-V functional and the def2-TZVPD basis.

Positions of all 7 atoms, in Å:
1 S -0.754 -1.365 0.927
2 S -1.939 -0.779 -0.610
3 O 2.904 0.717 0.706
4 O -1.234 0.682 -0.934
5 C 2.436 0.212 -0.185
6 H -0.902 -0.108 1.580
7 H -0.511 0.642 -1.485

As for the HOMO energy: -8.85 eV. The calculation puts the gap between HOMO and LUMO at 9.34 eV. As for the total charge: 0.



Going by the computed energies, the most stable comes first: #b, #a.



#a
Computed, not measured: an isolated ion of composition C5H16N3 and charge +1, with the ωB97M-V functional and the def2-TZVPD basis.

Positions of all 24 atoms, in Å:
1 N 0.123 -0.386 -0.749
2 N 0.422 -2.955 -1.315
3 N -1.986 2.043 1.154
4 C -1.075 1.652 0.133
5 C 1.483 -0.693 -1.193
6 C 1.665 -2.216 -1.000
7 C -1.304 2.778 2.226
8 C -0.086 0.474 0.413
9 H -0.521 -0.277 -1.516
10 H -0.737 2.063 2.840
11 H -1.991 3.249 2.924
12 H -2.654 1.366 1.473
13 H -0.459 2.478 -0.214
14 H 0.466 -3.943 -1.061
15 H -0.619 3.493 1.783
16 H 2.539 -2.627 -1.509
17 H 1.648 -0.377 -2.221
18 H 0.225 -2.993 -2.316
19 H 2.212 -0.267 -0.511
20 H -0.226 -0.150 1.304
21 H -0.262 -2.481 -0.699
22 H -1.653 1.250 -0.710
23 H 0.863 0.919 0.750
24 H 1.928 -2.401 0.014

As for the SMILES: CNCCNCC[NH3+]. As for the HOMO energy: -11.23 eV. The calculation puts the gap between HOMO and LUMO at 7.70 eV. As for the total charge: +1.



#b
Computed, not measured: a 2-piece molecular cluster, C5H16N3 overall, with the ωB97M-V functional and the def2-TZVPD basis.

Positions of all 24 atoms, in Å:
1 N 2.096 -0.544 0.805
2 N 0.082 1.106 0.978
3 N -0.778 1.045 -1.450
4 C -1.909 2.459 0.474
5 C 1.684 -1.919 1.117
6 C -0.833 1.513 0.192
7 C -0.220 -0.222 -1.821
8 C -1.146 -1.408 -1.570
9 H -1.851 3.305 -0.210
10 H 1.173 -1.925 2.076
11 H 0.739 -0.349 -1.322
12 H -1.710 1.205 -1.809
13 H 2.528 -2.608 1.171
14 H -1.350 -1.529 -0.507
15 H 0.925 0.377 0.774
16 H 2.725 -0.205 1.530
17 H -2.881 1.991 0.317
18 H 0.999 -2.271 0.350
19 H 2.616 -0.531 -0.068
20 H -2.090 -1.256 -2.089
21 H -0.698 -2.323 -1.948
22 H 0.081 1.493 1.916
23 H -0.022 -0.135 -2.896
24 H -1.857 2.821 1.500

As for the HOMO energy: -13.43 eV. The calculation puts the gap between HOMO and LUMO at 10.33 eV. As for the total charge: +1.



#c
Computed, not measured: a 2-piece molecular cluster, C5H16N3 overall, with the ωB97M-V functional and the def2-TZVPD basis.

Positions of all 24 atoms, in Å:
1 N -0.489 -2.113 0.656
2 N -1.863 -0.226 0.528
3 N 1.171 2.431 -0.338
4 C 1.955 0.207 -1.089
5 C -0.344 -3.535 0.369
6 C 0.031 3.324 0.050
7 C -1.695 -1.494 0.611
8 C 0.781 0.987 -0.536
9 H 2.378 0.706 -1.963
10 H -0.242 -3.744 -0.697
11 H -0.652 3.398 -0.790
12 H 0.433 0.668 0.443
13 H 0.437 4.297 0.313
14 H -1.212 -4.056 0.767
15 H 0.328 -1.556 0.488
16 H -2.858 -0.046 0.556
17 H -0.089 0.993 -1.188
18 H 1.892 2.482 0.384
19 H -0.469 2.855 0.894
20 H 1.643 -0.785 -1.405
21 H -2.527 -2.199 0.652
22 H 1.591 2.784 -1.199
23 H 2.745 0.107 -0.342
24 H 0.536 -3.919 0.885

As for the HOMO energy: -11.99 eV. The calculation puts the gap between HOMO and LUMO at 8.81 eV. As for the total charge: +1.



#d
Computed, not measured: an isolated ion of composition C5H16N3 and charge +1, with the ωB97M-V functional and the def2-TZVPD basis.

Positions of all 24 atoms, in Å:
1 N 1.007 -2.106 -1.278
2 N -0.827 -0.321 -0.624
3 N -1.384 2.377 1.793
4 C -1.615 0.190 0.523
5 C 0.476 0.381 -0.897
6 C 2.074 -0.866 0.613
7 C 1.527 -0.783 -0.796
8 C -1.833 1.689 0.574
9 H 2.312 -0.507 -1.507
10 H -1.490 2.297 -0.279
11 H 0.607 1.341 -0.379
12 H -2.149 2.580 2.419
13 H -1.105 -0.196 1.414
14 H -2.572 -0.330 0.547
15 H 1.304 -1.323 1.258
16 H 2.420 0.140 0.836
17 H -0.010 -2.245 -1.247
18 H 1.429 -2.884 -0.742
19 H 0.536 0.648 -1.949
20 H 1.319 -2.313 -2.233
21 H -1.493 -0.156 -1.381
22 H -2.909 1.920 0.412
23 H 2.978 -1.477 0.662
24 H -0.604 1.945 2.262

As for the SMILES: C[C@@H]([NH3+])CNCCN. As for the HOMO energy: -11.94 eV. The calculation puts the gap between HOMO and LUMO at 8.56 eV. As for the total charge: +1.



Going by the computed energies, the most stable comes first: #c, #b, #d, #a.



#a
Computed, not measured: a 2-piece molecular cluster, C4H6NO2 overall, with the ωB97M-V functional and the def2-TZVPD basis.

Positions of all 13 atoms, in Å:
1 O 0.807 0.722 3.317
2 O 2.995 0.995 3.959
3 N -1.196 -0.021 1.480
4 C 1.120 -0.263 -1.714
5 C -0.434 -0.223 0.367
6 C 1.913 0.873 3.638
7 C 0.306 -0.135 -0.545
8 H 0.992 -1.308 -1.851
9 H -2.017 0.546 1.328
10 H 2.158 -0.081 -1.571
11 H -1.589 -0.943 1.794
12 H -0.592 0.413 2.186
13 H 0.716 0.201 -2.490

As for the HOMO energy: -15.06 eV. The calculation puts the gap between HOMO and LUMO at 11.26 eV. As for the total charge: +1.



#b
Computed, not measured: an isolated ion of composition C4H6NO2 and charge +1, with the ωB97M-V functional and the def2-TZVPD basis.

Positions of all 13 atoms, in Å:
1 O -0.653 -0.974 -0.895
2 O 1.372 0.419 -0.637
3 N 0.152 0.238 -0.265
4 C -2.080 0.294 0.204
5 C 2.354 -0.222 0.274
6 C -0.805 0.946 0.289
7 C -1.887 -0.873 -0.593
8 H -2.588 -1.540 -1.047
9 H 1.979 0.039 1.274
10 H 3.216 0.427 0.193
11 H 2.362 -1.299 -0.017
12 H -3.020 0.673 0.614
13 H -0.402 1.872 0.607

As for the SMILES: CO[n+]1ccco1. As for the HOMO energy (alpha / beta): -14.95 / -14.95 eV. The calculation puts the gap between HOMO and LUMO (alpha / beta) at 9.96 / 9.97 eV. As for the total charge: +1.



Going by the computed energies, the most stable comes first: #a, #b.